(1)
182
Properties=species:S:1:pos:R:3:forces:R:3 method="wB97M-V/def2-TZVPD" homo_lumo_gap_ev=8.61 mol_weight_da=1119.24 e_tot_ev=-112816.243
C -3.4324 -6.2751 2.8466 -1.72 0.57 -0.98
H 6.4289 -4.5677 -1.4064 0.33 0.19 0.36
C -3.2994 -2.2373 -2.1620 0.67 -0.17 2.00
H -4.6270 -1.7034 -3.4476 -0.18 0.01 -0.05
H -3.6859 -3.2544 -2.2265 0.48 -0.31 0.21
O -8.1102 0.0928 1.8179 0.09 -0.47 0.57
H -3.2866 -4.2640 2.1309 -0.84 -0.26 -0.29
C 3.2725 -0.2153 -5.3873 -0.01 0.28 -0.48
O -3.1443 1.7566 -4.6949 -0.06 1.89 -0.56
H 1.9760 -3.5533 -4.1314 0.87 -0.09 0.01
H 4.0325 2.9108 -0.1714 -0.28 0.11 -0.22
O -3.7255 -2.0211 2.8409 0.07 0.39 1.34
C -0.2378 1.1261 -0.9570 1.12 0.53 1.06
C 6.3941 -4.2652 -2.4530 -1.06 1.59 0.32
C 1.8000 -3.6708 -3.0622 -0.64 1.07 1.98
H 2.7796 -2.3781 0.0921 -0.44 0.88 0.02
O 0.0635 -6.4025 -0.1488 0.97 -0.71 -1.37
O -0.1888 1.8024 -4.0712 -0.38 0.25 -0.08
C -0.3316 7.1934 1.7272 0.59 -0.54 -0.25
H 5.2026 -1.2584 -1.8093 0.02 0.50 0.14
H -7.5559 0.4380 -0.7716 -0.20 0.09 -0.12
O -4.2929 -1.3864 -2.6053 -0.93 1.21 -1.28
O -0.1402 4.6889 1.5013 -0.58 1.08 -0.81
H -0.7055 7.9665 2.3985 -0.88 -0.14 -0.08
H 1.9203 5.2670 -0.3149 -0.32 0.21 0.16
O 5.2850 -4.8861 -3.0427 0.71 -0.85 -0.80
H -0.2794 -1.7392 5.7681 0.15 -0.28 -0.13
H -3.0053 -0.7513 -0.5832 -0.13 0.27 -0.22
O -0.8846 -2.3618 1.9196 -0.79 -0.85 1.67
C 2.8415 -2.2303 2.2467 0.35 -0.97 0.48
H -0.8346 1.0809 -5.8573 0.07 -0.41 -0.20
H -0.6729 2.1255 -0.9456 0.02 0.33 -0.03
O 2.7245 3.0460 -1.2819 -0.11 0.91 -0.32
C -5.0630 2.1511 4.0378 -0.29 -0.62 -0.45
O 1.7063 3.8027 3.6142 0.20 -0.58 0.17
H -4.4737 -5.9653 2.9355 -0.21 -0.18 0.51
O 1.7942 -8.7815 0.7153 -0.87 0.19 0.42
H -2.3204 -2.1605 -2.6350 0.00 0.20 -0.63
H -3.6151 6.5767 -3.5489 -0.15 -0.43 -0.13
H 1.8268 2.7337 -1.4166 -0.14 -1.16 0.39
H 2.3380 1.6819 -5.4475 -0.73 -0.25 0.05
H 4.1794 -1.4930 0.7568 0.12 0.17 -0.01
H -0.9942 3.0790 2.9002 0.15 0.23 -0.14
C 0.4284 -1.7223 6.5969 0.48 -0.09 0.21
H -7.9420 -1.5367 -0.1195 0.04 -0.52 0.18
H -5.8318 0.3077 -0.6026 0.28 -0.81 -0.26
O -1.0292 4.4554 -4.0313 1.16 -0.47 0.14
H -2.3881 0.5493 -3.2856 0.11 -0.54 0.17
H 1.7571 6.2166 -1.7945 -0.16 0.23 -0.10
H -2.8546 -0.3243 3.7448 -0.47 -0.46 0.52
C 1.5074 2.4170 3.9190 -0.37 0.64 -0.86
H 6.4598 0.0121 0.7291 -0.17 -0.25 -0.30
C -2.6745 -1.0951 2.9955 1.64 -0.41 -0.37
C -2.3836 4.7796 -3.9488 -1.84 0.92 0.58
H -1.9592 5.8131 1.6732 -0.04 -0.41 -0.63
O 2.5413 -0.8903 2.6077 0.64 0.11 -1.80
H 7.3321 -4.5587 -2.9244 -0.18 -0.11 -0.24
H -1.4059 -2.6092 3.9634 0.30 -0.09 -0.17
C 2.6975 4.2814 -1.9957 -0.86 -0.58 -0.01
C 0.1935 0.8113 0.4847 -1.39 -0.21 -1.25
H -0.6636 -0.4888 7.6697 -0.04 -0.02 -0.02
C -6.7746 -0.0554 -0.1934 -0.04 0.51 1.42
H 2.3088 4.0473 -2.9868 0.25 0.06 -0.61
O -3.9166 2.2815 -0.9516 -0.01 -0.65 -1.90
C 5.0896 1.6563 0.8342 -0.53 -0.08 0.08
H -4.0099 1.6901 -4.2851 -0.04 -0.18 -0.01
C -3.1113 -1.8312 -0.6867 -0.07 -1.23 -0.64
C -2.5771 6.2440 -3.5425 0.26 0.26 -0.23
H 3.6657 -0.2791 -6.4019 0.27 0.05 -0.11
H -3.1501 -5.5157 0.8205 -0.18 0.02 -0.11
H 7.1595 -2.2406 -2.2848 0.01 0.17 0.34
O 2.8863 -3.9495 -2.1712 -0.20 -0.65 -0.98
H -2.1810 -2.2743 -0.3313 -0.23 -0.24 0.41
H -5.5407 1.1978 3.8116 0.15 -0.08 0.11
O 0.9232 1.1031 -1.7981 -0.86 -0.23 0.80
C 3.5121 -2.3431 0.8986 0.03 -0.29 -1.90
H -0.5470 5.1729 -4.4487 -0.03 0.21 -0.36
H 2.6405 -1.8363 6.8199 -0.17 0.07 0.35
H 0.2361 -2.5535 7.2753 -0.06 -0.20 -0.03
H -2.6746 -7.8788 2.0596 0.18 -0.24 -0.05
H -4.0709 3.2357 0.6398 0.77 0.76 0.80
H 0.7089 7.1582 2.0500 0.49 -0.14 -0.61
O -6.9858 -1.4635 -0.1641 0.38 0.30 -1.08
O -5.3486 2.4690 5.3770 0.03 0.39 0.22
H 2.9176 -7.2477 1.3877 0.09 0.53 0.26
H 3.5801 -2.7014 2.8953 -0.14 0.04 0.67
C -0.9099 5.8018 1.9679 -0.26 0.22 1.88
O 2.1309 -1.2928 -2.4864 0.54 -1.15 -0.12
C 6.2306 -2.7244 -2.5867 0.48 -0.45 -0.28
O -3.5369 -7.6274 2.3982 0.60 0.52 0.15
H -2.9188 -0.1870 -4.8362 0.81 -0.71 0.06
C -6.8390 0.3996 1.2604 -0.50 0.63 -0.42
H 3.9267 2.1979 -6.3531 0.79 0.35 -0.19
H -1.0563 0.4812 -1.2768 0.29 -0.56 -0.18
H 2.0433 -2.8003 5.5327 -0.36 0.22 -0.48
H 0.8007 1.5983 0.9321 0.03 -0.08 -0.05
H 1.9312 -2.8294 2.2257 -0.12 -0.14 0.23
H -0.2903 -0.0805 -4.5602 -0.45 -0.42 -0.48
H -1.2838 6.1007 -2.0721 0.28 -0.06 0.24
H 2.4082 -0.7463 3.5475 0.00 -0.49 0.54
H -2.0648 6.8883 -4.2570 0.09 0.00 -0.64
C 1.8783 -7.3872 1.0900 1.30 -1.77 -0.20
H 2.1889 2.1337 4.7211 -0.19 0.20 0.23
C -2.9025 -5.2436 1.8465 -0.31 -0.22 1.09
H -0.7965 0.7625 0.9380 0.16 0.18 0.95
H 0.1604 8.1771 0.1031 -0.01 0.11 -0.11
C -2.3805 0.6393 -4.3719 1.01 -0.44 0.51
H 3.3038 -3.1039 -1.9913 0.46 0.65 -0.01
O -0.9804 2.2091 3.3061 1.10 -0.38 0.48
H -3.6807 2.4503 -1.8668 -0.01 -0.42 -0.30
H -0.9323 5.5602 3.0306 -0.10 0.73 0.35
C 0.0689 2.1734 4.3072 -0.48 -0.44 0.89
O -0.5196 7.5390 0.3312 0.33 -0.39 1.02
O 0.2236 -0.4783 7.3032 0.88 -0.41 -0.38
H -2.8557 4.1390 -3.2039 0.33 -0.09 0.24
H 1.0771 -4.4749 -2.9243 -0.04 0.00 -0.07
O 5.1007 -2.2116 -1.8610 0.30 -0.95 0.15
H -0.4805 -1.0963 3.4666 -0.17 0.09 0.62
H 2.3449 -0.0043 5.7692 -0.07 0.21 -0.06
H -2.9346 4.5476 -4.8602 0.24 0.18 -0.33
H 1.2428 3.9199 2.7818 -0.03 0.52 -0.36
O 5.9051 0.6258 -1.1590 0.43 -0.98 -0.52
O 4.2178 -3.5839 0.6471 -0.22 0.41 1.70
H -1.3243 -4.1752 2.0925 0.38 0.35 -0.33
H 3.5130 -1.2397 -3.8129 -0.07 -0.09 0.61
H 1.7845 1.8017 3.0630 0.04 -0.17 -0.19
H 1.6918 -0.4640 0.7875 0.12 0.24 0.44
C -3.4002 3.3363 -0.2135 -0.49 0.43 1.47
H -6.6571 1.4704 1.3519 0.09 0.30 -0.17
O -4.2307 -2.3118 0.0585 1.00 0.16 0.12
H 1.6874 -0.5927 -2.0019 0.07 0.79 0.20
H 0.7769 -2.4895 -1.4975 0.10 -0.37 0.10
H -2.5207 -0.4955 2.0983 -0.07 0.00 -0.40
H -5.0106 -2.0636 -0.4432 -0.59 0.02 0.13
O 2.0853 -0.7279 5.1943 0.45 0.02 -0.17
O 0.7590 -0.4739 0.5610 -0.33 -0.37 -0.46
H -0.4955 2.6573 -4.3822 -0.11 0.57 0.25
H 6.0672 -2.4690 -3.6337 0.10 -0.22 -0.21
O 0.3523 4.7340 -1.4669 -0.97 -0.50 0.35
H 4.1309 1.1541 0.7049 0.15 -0.74 0.11
H 2.2440 -0.5608 -5.4923 -0.30 -0.41 0.39
H -6.0720 -0.0929 1.8582 -0.18 -0.32 -0.06
H 1.2281 -7.2045 1.9455 0.01 -0.38 0.05
H -0.1040 4.8797 0.5612 0.37 -0.70 -0.76
H 0.0539 1.1988 4.7950 -0.41 -0.31 -0.31
O 4.2683 1.9967 -5.4788 1.03 0.69 -0.03
H -5.5122 2.8706 3.3533 0.10 0.22 -0.15
H 3.0086 1.3311 -3.9177 0.74 0.13 0.28
H -0.1776 2.8661 5.1119 -0.06 0.30 0.01
H -5.0742 3.3851 5.4612 -0.06 0.06 0.46
C 3.2189 1.2386 -4.9832 -1.86 -0.41 -0.17
H -3.9901 2.0653 3.8661 0.12 0.02 -0.16
C -0.8774 0.8050 -4.8037 -1.11 -0.09 0.21
H 0.5581 1.3985 -2.6354 0.17 0.12 -1.13
H -8.8340 0.3863 1.2596 0.16 0.31 -0.16
H -3.8316 -2.3451 1.9434 0.12 0.40 -0.61
H 3.7338 4.6049 -2.0935 -0.28 0.58 0.24
O -1.5374 -5.1093 2.0327 2.11 -0.53 -0.23
H -0.4233 -1.6919 1.4097 0.50 0.42 -0.06
C 1.5162 -6.4267 0.0331 -2.09 1.50 0.81
H -3.5189 4.3378 -0.6271 -0.24 0.01 -0.39
C -1.2760 -1.8056 3.2385 -1.13 0.82 -2.47
O 4.8720 2.9540 0.2923 1.12 -0.08 0.56
H 1.7001 -5.4552 0.4920 0.79 0.33 -0.30
H 2.0672 -6.5053 -0.9041 -0.40 -0.16 -0.06
H -2.9467 -6.1399 3.8130 0.23 -0.24 -0.01
C 6.2400 0.9260 0.1772 -0.89 0.87 0.28
H 4.3737 -3.6149 -0.2996 0.11 0.15 -0.04
O 4.0706 -1.0013 -4.5571 0.17 -0.26 -0.22
O -2.0781 6.5986 -2.2789 -0.27 -0.30 0.50
H 4.4838 -4.4610 -2.7282 -0.50 -0.07 0.10
C 1.6408 5.2205 -1.3674 2.87 0.42 0.23
C 1.1983 -2.3750 -2.4963 -0.80 0.32 -1.03
H -0.3512 -6.0630 0.6477 -0.02 0.31 0.42
H 0.1220 4.5554 -2.3816 -0.20 -0.22 -0.44
H 5.3229 1.6475 1.8989 -0.18 0.58 0.29
H 0.4071 -2.0364 -3.1652 -0.61 -0.29 -0.11
H 2.4988 -9.0332 0.1138 0.10 0.38 0.00
H -2.3418 3.2181 0.0189 0.05 -0.15 0.34
H 5.9257 1.3798 -1.7529 0.05 0.31 0.35
H 7.0985 1.5805 0.3278 0.36 0.03 -0.58
C 1.8822 -1.8475 6.0369 -1.30 0.57 1.14

=====

(2)
13
Properties=species:S:1:pos:R:3:forces:R:3 method="wB97M-V/def2-TZVPD" relative_energy_kj_mol=94.07 homo_lumo_gap_ev=11.66 mol_weight_da=122.14 e_tot_ev=-20183.951
C 0.2170 0.7129 -0.8738 0.11 -3.71 1.60
H -2.0085 -0.3294 -0.4060 -2.02 0.21 -0.03
H -0.2336 0.1667 -1.7420 0.88 0.78 0.67
H -1.7972 -1.0228 1.3507 -0.34 0.52 -0.65
C -0.5112 0.4410 0.4526 4.03 -0.66 -0.57
O 1.7599 -1.4225 -0.3397 0.00 -2.03 -0.02
S 1.6734 -0.0714 0.0338 -0.60 1.18 -2.33
H -0.9261 1.2366 0.9160 -1.07 2.74 1.46
H 0.5226 1.6753 -0.9425 0.41 3.10 -0.93
C -1.3893 -0.6635 0.3920 -0.42 -3.71 -0.56
O 0.7936 0.1482 1.3019 -1.20 0.40 -0.05
O 2.8777 0.6840 0.0123 -0.11 0.57 0.54
H -0.9783 -1.5551 -0.1554 0.32 0.64 0.87

=====

(3)
32
Properties=species:S:1:pos:R:3:forces:R:3 method="wB97M-V/def2-TZVPD" relative_energy_kj_mol=30.41 homo_lumo_gap_ev=8.35 total_charge=-1 mol_weight_da=190.22 e_tot_ev=-19286.248
H 2.8896 0.8417 1.5422 0.41 -0.41 0.12
H 1.7431 0.5981 -2.1487 1.03 0.09 -0.01
H -0.4334 -0.2106 -1.7482 -0.09 0.21 -0.46
H 0.1488 -1.4961 1.9317 0.93 0.67 -0.99
O -3.5579 -0.1441 -0.5345 -1.00 -0.92 0.35
O 2.7293 0.6179 -1.9160 -0.88 -0.37 -1.55
H 1.4252 -1.1551 -0.9037 -0.64 -1.10 1.08
H 1.8768 -1.4268 1.7297 0.95 0.43 0.45
H -2.3455 1.7712 -1.2164 1.70 1.52 -0.26
H 1.8568 2.2814 1.1500 -0.23 0.21 -0.03
C 0.9858 -1.0946 1.2489 -1.92 -0.96 0.09
O 0.1085 0.5738 -2.4403 -0.17 -0.47 1.31
N -0.4277 0.8808 0.8868 -1.44 -1.33 -1.05
C 0.9188 -1.8139 -0.1095 -1.07 1.83 -1.01
H 2.6863 0.8530 -1.0089 0.12 0.40 1.52
C -0.5349 -2.1023 -0.5660 -0.29 -0.70 1.35
H 0.5841 1.2875 3.6609 1.34 0.20 -0.34
O -0.3176 1.1377 3.8740 -0.61 0.01 2.00
H -2.6344 -0.4870 -0.7713 -0.73 -0.53 0.25
H 1.4456 -2.7187 -0.0516 0.84 -1.42 0.08
H -4.1498 -0.9086 -0.2730 1.47 1.37 -0.59
H -1.0938 0.1726 0.3845 1.75 1.49 1.03
H -0.0704 0.3081 -3.3284 -0.21 -0.25 -0.88
O -1.5428 2.3859 -1.3660 -2.40 -1.05 0.60
O -1.1760 -0.9852 -1.0131 -0.07 1.29 -0.80
H -1.1684 -2.5252 0.3227 1.19 0.23 -1.16
H -0.5581 1.7996 0.4306 0.45 -0.71 0.38
C 1.9212 1.2155 1.2943 -0.92 -0.55 -0.42
H -0.9215 1.7859 -1.8136 0.40 -0.14 -0.35
H -0.5306 -2.8468 -1.3647 0.15 -0.50 -0.02
C 0.8549 0.3854 1.0866 0.66 1.64 0.98
H -0.7120 1.0187 3.0311 -0.74 -0.18 -1.63

=====

(4)
107
Properties=species:S:1:pos:R:3:forces:R:3 method="wB97M-V/def2-TZVPD" homo_lumo_gap_ev=6.44 total_charge=+1 mol_weight_da=880.63 e_tot_ev=-107693.637
H -1.4334 -3.5843 7.5947 0.20 0.21 -0.15
C -5.3639 3.3305 6.5331 -1.52 0.34 0.22
O 5.6546 -8.7375 -4.7741 0.36 0.36 0.01
C -6.7833 1.6723 -0.9935 -0.04 1.29 1.19
O -1.7238 1.3976 -1.8639 -1.82 3.32 4.53
O 0.1509 -0.6659 -5.5799 0.12 -0.35 0.42
C 0.5652 -1.5138 -4.8288 0.23 -0.06 -0.36
O 0.0347 -0.6656 4.9274 -0.32 -0.18 0.06
H 7.1570 1.9475 -7.5228 -0.02 -0.19 -0.08
H 8.8628 1.7361 -7.9491 -0.01 -0.22 0.24
O -0.4435 8.0392 6.4637 -0.28 -0.35 0.24
C 8.1355 -9.3650 -4.0554 0.19 -0.40 0.13
O -2.1376 -1.3096 4.7259 0.39 0.10 0.11
C -5.0975 3.1810 0.2839 2.16 -0.07 1.94
C -2.1129 2.0865 -0.9040 0.70 -2.37 -2.70
C -1.0566 -1.3758 5.2626 0.16 -0.25 0.32
H -6.4906 0.5676 -0.9933 -0.26 1.47 -0.39
H -1.3868 5.3760 9.0832 -0.13 0.11 -0.10
O -0.7354 -2.1691 6.2955 -0.02 0.47 -0.53
O 1.6766 -2.2525 -5.0067 -0.73 0.34 0.12
H -1.0020 -0.1113 -3.2449 -0.01 -0.26 -0.27
O -5.7823 4.0227 7.7602 0.43 -0.47 -0.87
C 2.3853 -1.9579 -6.2112 0.37 0.09 -0.50
H -2.8123 6.4708 9.0666 0.14 -0.11 -0.10
C -5.7871 4.2740 5.2953 -0.05 -1.18 -0.48
O -0.0060 -1.8848 -3.6686 -0.02 0.02 -0.36
H 0.1144 8.7373 4.6270 -0.03 -0.03 0.31
C -0.5028 7.9402 5.0428 0.06 0.06 -0.40
H -1.5276 8.0768 4.6892 0.08 -0.15 0.06
O 7.3872 -1.1805 -5.2822 -0.08 0.36 -0.42
Cl -7.1864 4.8308 0.0353 0.72 -0.23 0.85
C -0.1654 0.2255 3.8355 0.09 0.26 -0.23
O 8.1344 0.3240 -6.6639 -0.37 -0.34 0.24
H -2.0392 1.1697 1.1213 -1.53 0.60 -1.01
H 3.4254 -2.1808 -2.8568 -0.11 -0.16 0.00
O -1.0207 7.3179 8.4300 -0.01 -0.03 -0.69
H 4.3122 -6.8867 0.3804 -0.11 0.30 -0.01
C -4.5119 4.8550 4.4595 -1.55 0.15 -0.91
H 4.6849 -6.8791 -6.4226 0.02 -0.05 0.18
H -4.6706 5.9990 4.4210 0.64 -1.89 -0.24
H 3.2599 -2.6081 -6.2547 -0.19 -0.02 0.28
H -8.1949 -0.0871 -2.4350 -0.58 1.46 0.72
C 4.9898 -6.2861 -5.5571 -0.49 0.10 -0.09
F -2.5359 2.7103 3.3087 -3.24 1.42 -2.38
H -1.9659 -1.3506 -4.1163 0.14 0.12 -0.01
H -2.1443 -3.6667 5.9750 -0.05 0.19 0.04
H -5.7372 3.5360 -1.9078 0.21 -1.25 1.24
H 1.7619 -2.1613 -7.0846 0.01 0.17 0.13
H 9.1989 -9.3774 -3.8135 -0.13 0.27 -0.10
H 0.7752 0.7457 3.6506 0.00 -0.22 0.23
O 6.3274 -6.6033 -5.1749 0.23 -0.38 0.14
H -5.9376 2.3251 6.5161 0.98 1.52 -0.30
H -6.5044 5.1171 5.6287 1.47 -1.31 -0.41
H 4.9629 -5.2317 -5.8354 0.27 -0.11 0.11
O -9.8930 0.9192 -1.6559 5.26 -0.12 -1.53
C -3.5992 3.1482 2.4995 -2.53 0.25 -3.17
N -5.8537 4.1904 0.9643 1.30 -2.21 -2.03
H 6.7093 -2.5958 -3.9717 0.19 0.18 -0.16
Cl -1.8648 3.9235 -0.8739 -0.20 -1.82 0.04
H -2.6346 -2.3723 7.1216 0.05 -0.06 -0.19
O -1.8282 6.2391 6.5996 0.14 0.21 0.01
H -0.9282 0.9685 4.0798 -0.02 -0.18 -0.05
N -5.7193 4.7224 2.1724 3.55 -2.33 1.22
O 3.6155 -5.1174 -0.3696 -0.15 0.34 -0.32
C -1.2031 -1.1766 -3.3534 -0.28 0.20 0.02
H 5.4946 -1.3986 -4.4492 0.02 -0.05 -0.19
H -4.2451 3.0949 6.5494 -1.59 0.65 0.26
C -2.8807 1.4809 0.3900 -0.01 1.19 0.10
H 7.5742 -9.6416 -3.1600 -0.06 -0.03 -0.20
C -1.7382 6.3966 9.2512 -0.24 -0.29 0.39
H -0.4378 -0.3267 2.9324 -0.10 0.03 0.12
H 5.0795 -6.3833 -1.1342 -0.19 -0.01 -0.08
H -4.6796 2.0311 -1.6708 -0.85 1.23 0.94
O 5.9690 -0.3433 -6.8577 0.49 -0.07 0.33
H 1.7556 -2.8359 -2.8524 0.42 -0.08 0.20
C 4.1318 -6.4291 -0.5929 0.17 -0.46 0.00
H 2.1689 -1.4400 -1.8517 0.08 -0.20 0.22
C 6.3279 -2.0080 -4.8075 -0.26 -0.29 0.20
O 2.8712 -3.2263 -1.1436 0.27 -0.42 0.14
H 3.4071 -7.0418 -1.1338 0.15 0.12 -0.08
H -6.4163 3.6115 4.5865 0.95 1.12 1.00
H -3.5057 4.5987 4.9291 -1.42 0.35 -0.75
O -7.8244 2.0232 -1.9469 -0.14 -2.72 0.81
H 5.9964 -2.6952 -5.5895 -0.06 0.17 0.04
C -1.1647 7.1103 7.1128 0.22 0.29 0.37
C -3.8472 2.5878 1.0494 -1.00 1.94 2.49
C -4.6541 4.2410 2.9665 1.27 -0.39 -0.15
C 7.0525 -0.3948 -6.3226 0.14 0.00 0.04
H -6.7159 4.3115 7.6636 0.93 -0.48 -0.05
C 3.3458 -4.4328 -1.4938 -0.03 0.07 0.18
H -7.2243 1.8840 0.0564 0.67 -0.45 -1.53
C -8.6971 0.8604 -2.0029 -3.64 0.64 0.61
O 7.7985 -8.0432 -4.4726 -0.40 0.19 -0.12
H -1.5755 -1.5562 -2.4006 0.28 -0.15 -0.08
H 7.6585 0.6514 -8.6627 -0.12 0.07 0.15
C 2.5401 -2.3858 -2.2499 -0.05 0.11 -0.20
H 7.9559 -10.0809 -4.8605 -0.14 0.07 0.15
C -5.5036 2.6687 -1.1973 -0.29 -0.67 0.87
H -0.1019 6.9814 4.7059 -0.17 0.04 0.06
H -3.4839 0.5545 0.1045 0.97 1.31 0.20
H 4.3034 -6.4395 -4.7216 0.07 -0.07 -0.13
C 7.9259 1.2097 -7.7628 0.02 0.32 -0.37
H -1.5481 6.6598 10.2921 0.14 0.17 -0.24
H 2.7278 -0.9208 -6.2125 -0.15 -0.10 -0.07
O 3.5028 -4.8324 -2.6222 -0.02 0.16 0.39
C -1.8073 -2.9881 6.7617 -0.34 -0.36 0.24
C 6.5059 -7.8824 -4.8042 0.05 0.09 -0.02

=====

| no. | LUMO level (eV) | HOMO energy (eV) |
| --- | --- | --- |
| 1 | -0.41 | -9.012 |
| 2 | 0.67 | -10.994 |
| 3 | 3.43 | -4.920 |
| 4 | -5.36 | -11.801 |